## P
C3H5NO3 in the gas phase. Source: the Open Molecules 2025 dataset; level of theory: ωB97M-V/def2-TZVPD.

Summary:
Molar mass (g mol⁻¹): 103.1
Structure (SMILES): O=NOC/C=C/O
Frontier orbital gap (eV): 9.287

Positions of all 12 atoms, in Å:
1 N 0.19 -2.10 0.80
2 H -1.88 0.36 0.51
3 O 0.70 -2.53 1.79
4 C -1.24 -0.43 -0.05
5 H 0.00 -0.05 -1.92
6 O -0.79 -1.14 1.06
7 O 1.71 1.67 -0.85
8 C -0.17 0.28 -0.80
9 H 2.09 2.35 -0.39
10 C 0.72 1.12 -0.22
11 H 0.46 1.55 0.83
12 H -1.80 -1.08 -0.76

natural (NBO) population analysis, charges in e, atoms 1 to 6:
1 N 0.360
2 H 0.210
3 O -0.279
4 C -0.125
5 H 0.217
6 O -0.393



## Q
C3H5NO3 in the gas phase. Source: the Open Molecules 2025 dataset; level of theory: ωB97M-V/def2-TZVPD.

Summary:
Molar mass (g mol⁻¹): 103.1
Structure (SMILES): NC(=O)COC=O
Frontier orbital gap (eV): 9.209

Positions of all 12 atoms, in Å:
1 O -1.00 -1.06 0.48
2 H 1.26 2.03 0.35
3 C 1.02 0.06 -0.33
4 C -1.52 0.14 0.26
5 O 2.22 0.07 -0.61
6 O -1.22 0.77 -0.80
7 H 0.00 -1.45 -1.29
8 H -0.25 1.20 0.67
9 H 0.80 -1.93 0.23
10 N 0.98 1.07 0.55
11 H -2.49 0.28 0.75
12 C 0.20 -1.17 -0.26

natural (NBO) population analysis, charges in e, atoms 1 to 6:
1 O -0.445
2 H 0.414
3 C 0.621
4 C 0.566
5 O -0.580
6 O -0.577



Of them, P has the lowest stability.



## P
C3H5NO3 in the gas phase. Source: the Open Molecules 2025 dataset; level of theory: ωB97M-V/def2-TZVPD.

Summary:
Molar mass (g mol⁻¹): 103.1
Structure (SMILES): CONC(=O)C=O
Frontier orbital gap (eV): 9.854

Positions of all 12 atoms, in Å:
1 H 2.23 1.23 0.56
2 O 0.40 1.92 -0.23
3 H -1.36 0.71 1.28
4 C -1.96 0.07 0.62
5 N -0.30 -0.94 -0.37
6 O -1.45 -0.31 -0.62
7 H -2.86 0.61 0.33
8 O 1.83 -1.23 0.25
9 C 0.87 -0.47 0.00
10 H -0.29 -1.92 -0.23
11 H -2.35 -0.82 1.19
12 C 1.15 1.03 0.08

natural (NBO) population analysis, charges in e, atoms 1 to 6:
1 H 0.141
2 O -0.475
3 H 0.190
4 C -0.268
5 N -0.290
6 O -0.320



## Q
C3H5NO3 in the gas phase. Source: the Open Molecules 2025 dataset; level of theory: ωB97M-V/def2-TZVPD.

Summary:
Molar mass (g mol⁻¹): 103.1
Structure (SMILES): CONC(=O)C=O
Frontier orbital gap (eV): 9.319

Positions of all 12 atoms, in Å:
1 O 0.22 1.94 -0.20
2 H -0.89 0.68 1.06
3 O 2.54 -0.70 0.29
4 H 2.18 1.66 -0.55
5 C 1.46 -0.32 -0.09
6 H -2.48 0.40 -0.01
7 H 0.51 -2.28 -0.77
8 H -2.24 -0.63 1.26
9 N 0.24 -1.23 -0.33
10 O -0.99 -0.61 -0.76
11 C 1.11 1.19 -0.36
12 C -1.67 -0.10 0.47

natural (NBO) population analysis, charges in e, atoms 1 to 6:
1 O -0.456
2 H 0.196
3 O -0.519
4 H 0.111
5 C 0.574
6 H 0.194



## R
C3H5NO3 in the gas phase. Source: the Open Molecules 2025 dataset; level of theory: ωB97M-V/def2-TZVPD.

Summary:
Molar mass (g mol⁻¹): 103.1
Structure (SMILES): C=C/C(O)=[N+](\[O-])O
Frontier orbital gap (eV): 8.904

Positions of all 12 atoms, in Å:
1 O -0.21 -1.55 -0.61
2 C 0.94 0.40 0.18
3 C 1.90 -0.08 0.89
4 H 0.92 1.49 0.06
5 O -2.48 -0.08 -0.87
6 H -2.98 0.47 -0.42
7 H 0.20 -1.90 -1.40
8 N -1.31 0.42 -0.38
9 H 2.58 0.71 1.33
10 H 2.19 -1.06 1.31
11 C -0.20 -0.28 -0.40
12 O -1.53 1.46 0.30

natural (NBO) population analysis, charges in e, atoms 1 to 6:
1 O -0.657
2 C -0.272
3 C -0.360
4 H 0.238
5 O -0.498
6 H 0.473



Of them, R has the lowest stability.



## P
2 unconnected molecules or ions with the total composition C5H14. Source: the Open Molecules 2025 dataset; level of theory: ωB97M-V/def2-TZVPD.

Summary:
Molar mass (g mol⁻¹): 74.2
Structure (SMILES): CCC.CC
Frontier orbital gap (eV): 12.284

Positions of all 19 atoms, in Å:
1 C -2.68 -0.60 -0.97
2 H -3.19 -1.21 -0.06
3 H -3.21 -0.74 -1.82
4 H 1.54 1.55 2.30
5 H 0.14 0.05 1.16
6 H 2.37 -1.02 1.31
7 H 1.85 2.40 0.67
8 H -0.67 -1.25 -2.06
9 H -1.66 -2.56 -1.59
10 C 2.21 -0.20 0.47
11 H -0.98 -1.54 -0.31
12 H 2.34 -0.67 -0.47
13 H 3.00 0.59 0.60
14 H 0.49 0.52 -0.62
15 C 1.10 1.86 1.28
16 C -1.44 -1.47 -1.26
17 C 0.86 0.55 0.51
18 H -2.65 0.45 -0.78
19 H 0.32 2.67 1.46

natural (NBO) population analysis, charges in e, atoms 1 to 6:
1 C -0.599
2 H 0.196
3 H 0.198
4 H 0.206
5 H 0.199
6 H 0.204



## Q
2 unconnected molecules or ions with the total composition C5H14. Source: the Open Molecules 2025 dataset; level of theory: ωB97M-V/def2-TZVPD.

Summary:
Molar mass (g mol⁻¹): 74.2
Structure (SMILES): CCC.CC
Frontier orbital gap (eV): 12.546

Positions of all 19 atoms, in Å:
1 H 1.80 0.98 1.28
2 H -1.48 -0.44 1.08
3 H -0.12 1.78 -0.94
4 H -0.72 -2.55 0.06
5 H -3.12 -0.64 0.45
6 H -1.84 -0.31 -0.64
7 H 3.22 0.06 -0.51
8 H 2.89 1.69 -0.85
9 H 0.71 2.84 0.12
10 H -2.29 -2.82 -0.68
11 C -2.07 -0.88 0.27
12 H 0.84 -0.20 0.42
13 C 2.39 0.71 -0.79
14 H -2.14 -2.92 1.05
15 C 0.27 1.84 0.08
16 H -0.48 1.70 0.86
17 C -1.78 -2.37 0.18
18 C 1.33 0.76 0.31
19 H 1.90 0.51 -1.73

natural (NBO) population analysis, charges in e, atoms 1 to 6:
1 H 0.191
2 H 0.199
3 H 0.198
4 H 0.202
5 H 0.204
6 H 0.204



Of them, P has the lowest stability.



## P
2 unconnected molecules or ions with the total composition C5H14. Source: the Open Molecules 2025 dataset; level of theory: ωB97M-V/def2-TZVPD.

Summary:
Molar mass (g mol⁻¹): 74.2
Structure (SMILES): CCC.CC
Frontier orbital gap (eV): 11.791

Positions of all 19 atoms, in Å:
1 H 1.70 1.84 0.46
2 H -2.15 -1.57 1.85
3 H -2.93 -1.01 -0.48
4 H 1.02 0.07 -0.88
5 C -1.28 -1.30 1.38
6 C -2.09 -0.34 -0.86
7 H -0.42 0.49 0.22
8 C -1.34 -0.02 0.53
9 H -1.55 -1.04 -1.52
10 C 2.46 1.64 -0.33
11 H -1.82 0.75 1.10
12 H 2.08 -0.55 0.08
13 H -2.45 0.43 -1.42
14 H -1.03 -2.34 0.95
15 H 2.53 -0.27 -1.37
16 H -0.45 -1.30 2.18
17 H 3.53 1.77 -0.04
18 H 2.25 2.44 -1.14
19 C 1.94 0.32 -0.69

natural (NBO) population analysis, charges in e, atoms 1 to 6:
1 H 0.211
2 H 0.208
3 H 0.195
4 H 0.207
5 C -0.630
6 C -0.602



## Q
2 unconnected molecules or ions with the total composition C5H14. Source: the Open Molecules 2025 dataset; level of theory: ωB97M-V/def2-TZVPD.

Summary:
Molar mass (g mol⁻¹): 74.2
Structure (SMILES): CCC.CC
Frontier orbital gap (eV): 12.092

Positions of all 19 atoms, in Å:
1 H 0.20 2.23 -0.48
2 H -1.40 2.41 0.29
3 H -2.10 1.88 -2.37
4 H 1.94 -3.07 0.49
5 H 0.73 -2.50 1.76
6 H -2.00 -0.79 -1.42
7 H 3.39 -1.08 1.50
8 H 2.34 -3.07 2.16
9 H 1.99 -0.54 0.50
10 C 2.30 -1.06 1.39
11 C 1.77 -2.52 1.43
12 H -0.57 1.03 -2.20
13 H -1.81 0.09 -0.05
14 H 1.90 -0.60 2.28
15 C -2.25 0.22 -1.06
16 H -0.78 3.42 -0.99
17 C -0.87 2.37 -0.66
18 H -3.32 0.24 -0.93
19 C -1.45 1.35 -1.64

natural (NBO) population analysis, charges in e, atoms 1 to 6:
1 H 0.205
2 H 0.204
3 H 0.198
4 H 0.202
5 H 0.202
6 H 0.215



## R
2 unconnected molecules or ions with the total composition C5H14. Source: the Open Molecules 2025 dataset; level of theory: ωB97M-V/def2-TZVPD.

Summary:
Molar mass (g mol⁻¹): 74.2
Structure (SMILES): CCC.CC
Frontier orbital gap (eV): 12.494

Positions of all 19 atoms, in Å:
1 H -1.20 3.32 0.93
2 C -0.71 -2.17 -1.60
3 H -0.44 2.60 2.56
4 H 1.68 1.73 1.79
5 H 0.76 -3.44 -1.07
6 H -2.07 2.13 1.96
7 H -0.62 1.21 -0.03
8 C 1.18 1.50 0.98
9 H -1.14 -3.09 -1.85
10 H 1.42 -1.92 -1.23
11 H -1.00 -1.40 -2.31
12 H -0.86 -1.98 -0.58
13 C -0.33 1.27 1.03
14 C 0.76 -2.54 -1.71
15 H -0.57 0.33 1.49
16 H 1.15 -2.73 -2.73
17 H 1.45 2.13 0.07
18 C -1.06 2.46 1.64
19 H 1.58 0.59 0.66

natural (NBO) population analysis, charges in e, atoms 1 to 6:
1 H 0.213
2 C -0.600
3 H 0.203
4 H 0.194
5 H 0.194
6 H 0.205



Of them, P has the lowest stability.



## P
2 unconnected molecules or ions with the total composition C5H14. Source: the Open Molecules 2025 dataset; level of theory: ωB97M-V/def2-TZVPD.

Summary:
Molar mass (g mol⁻¹): 74.2
Structure (SMILES): CCC.CC
Frontier orbital gap (eV): 11.861

Positions of all 19 atoms, in Å:
1 C 0.68 0.97 1.30
2 C 0.42 -1.37 -2.73
3 C -1.74 0.10 1.84
4 H -2.79 0.40 1.90
5 H 1.05 0.19 -1.35
6 H -1.39 -0.62 2.58
7 H -1.65 -0.52 0.93
8 H 1.46 -1.44 -0.83
9 H -0.83 2.06 2.26
10 C -0.85 1.26 1.50
11 H 0.77 -2.41 -2.90
12 H 1.08 1.83 1.85
13 H 1.05 0.01 1.58
14 H -1.26 1.81 0.64
15 H -0.59 -1.68 -2.46
16 H 0.90 1.01 0.24
17 H 0.56 -0.93 -3.70
18 H 2.35 -0.64 -2.15
19 C 1.37 -0.79 -1.69

natural (NBO) population analysis, charges in e, atoms 1 to 6:
1 C -0.617
2 C -0.623
3 C -0.614
4 H 0.213
5 H 0.194
6 H 0.209



## Q
2 unconnected molecules or ions with the total composition C5H14. Source: the Open Molecules 2025 dataset; level of theory: ωB97M-V/def2-TZVPD.

Summary:
Molar mass (g mol⁻¹): 74.2
Structure (SMILES): CCC.CC
Frontier orbital gap (eV): 12.259

Positions of all 19 atoms, in Å:
1 H -1.99 1.87 -2.14
2 H 1.12 -1.88 3.62
3 C -1.21 -0.14 -0.70
4 H 1.44 -2.05 0.94
5 H 2.60 -1.17 1.67
6 C -0.90 1.88 -2.18
7 H -0.23 -0.10 -2.61
8 H -0.46 2.67 -1.57
9 H 0.66 0.79 -1.33
10 H -0.19 -1.36 2.82
11 C 1.51 -1.13 1.52
12 H -0.61 2.20 -3.19
13 H -1.07 0.37 0.26
14 C -0.32 0.54 -1.73
15 H -0.93 -1.19 -0.58
16 C 0.88 -1.10 2.89
17 H 1.40 -0.23 0.93
18 H -2.27 0.05 -0.88
19 H 0.87 -0.10 3.32

natural (NBO) population analysis, charges in e, atoms 1 to 6:
1 H 0.199
2 H 0.213
3 C -0.611
4 H 0.211
5 H 0.200
6 C -0.607



## R
2 unconnected molecules or ions with the total composition C5H14. Source: the Open Molecules 2025 dataset; level of theory: ωB97M-V/def2-TZVPD.

Summary:
Molar mass (g mol⁻¹): 74.2
Structure (SMILES): CCC.CC
Frontier orbital gap (eV): 11.950

Positions of all 19 atoms, in Å:
1 H -2.86 0.90 -1.68
2 C 3.30 -0.25 0.61
3 C -2.49 0.02 1.10
4 H -2.50 -0.73 -1.43
5 H 3.15 0.56 1.41
6 H -1.22 0.39 -2.05
7 H -2.41 0.50 2.07
8 H 1.60 0.33 -0.73
9 H -3.42 0.36 0.71
10 C -1.94 0.29 -1.29
11 H -2.44 -1.03 1.33
12 H 4.21 0.16 0.04
13 C -1.36 0.55 0.05
14 H 1.52 -1.35 -0.16
15 H -1.22 1.75 0.28
16 H -0.35 0.08 0.27
17 H 3.60 -1.08 1.24
18 C 2.20 -0.55 -0.41
19 H 2.66 -0.89 -1.34

natural (NBO) population analysis, charges in e, atoms 1 to 6:
1 H 0.210
2 C -0.622
3 C -0.609
4 H 0.206
5 H 0.208
6 H 0.208



## S
2 unconnected molecules or ions with the total composition C5H14. Source: the Open Molecules 2025 dataset; level of theory: ωB97M-V/def2-TZVPD.

Summary:
Molar mass (g mol⁻¹): 74.2
Structure (SMILES): CCC.CC
Frontier orbital gap (eV): 12.472

Positions of all 19 atoms, in Å:
1 H 0.09 0.80 2.44
2 H 2.31 1.55 1.44
3 H 0.25 -0.32 -2.31
4 H 1.72 3.10 1.10
5 H 1.00 1.77 0.19
6 H -0.69 -1.31 -3.36
7 H 0.79 2.36 3.13
8 C -0.86 -1.89 -1.27
9 C 1.39 2.07 1.16
10 H -0.69 -0.45 0.38
11 H -0.60 2.35 2.18
12 H 0.74 -1.28 -0.07
13 H -1.88 -2.26 -1.20
14 C 0.36 1.84 2.27
15 H -1.48 -0.09 -2.35
16 C -0.30 -1.42 0.06
17 H -0.29 -2.75 -1.62
18 H -0.41 -2.09 0.91
19 C -0.70 -0.85 -2.37

natural (NBO) population analysis, charges in e, atoms 1 to 6:
1 H 0.206
2 H 0.204
3 H 0.200
4 H 0.203
5 H 0.203
6 H 0.207



Of them, R has the lowest stability.